1.
The following is a quantum chemistry calculation of a 2-piece molecular cluster, C18H41ClN3O7P4 overall, from the Open Molecules 2025 dataset.

Max |F|: 0.75 eV/Å
Orbital gap: 8.415 eV
Multiplicity: 1
Total charge: +1
HOMO energy: -11.236 eV

Cartesian coordinates (Å):
C: -2.9287 2.2039 2.6262
C: -3.0659 2.3377 1.1126
C: -2.0100 1.5705 0.3047
N: -1.6063 0.3337 0.9580
C: -0.8964 -0.6305 0.2382
C: -0.5311 -1.8413 1.0992
P: -2.0082 -2.7024 1.8656
N: -3.0937 -2.4788 0.5470
O: -2.4984 -1.5349 2.9254
C: 0.4941 -1.4783 2.1922
C: 1.1149 -2.7372 2.8136
C: 1.8498 -2.4420 4.1324
C: 1.3040 -3.2048 5.3374
Cl: 3.6100 -2.7608 3.9378
C: 1.6437 -0.5758 1.7060
C: 1.2633 0.5454 0.7461
P: 2.6222 1.5993 0.0517
C: 3.2339 2.4515 1.5546
C: 2.4557 3.7526 1.7835
C: 3.9485 0.4431 -0.4715
C: 4.7750 -0.2998 0.5957
N: 0.4977 -0.1261 -0.3664
P: 0.5649 0.6799 -2.0178
P: -0.1777 -1.1077 -3.0719
O: -0.0563 -2.2881 -2.1952
O: -1.6478 -0.8519 -3.6523
O: 0.6968 -1.1071 -4.3886
H: -3.7778 2.6685 3.1235
H: -2.8872 1.1601 2.9390
H: -2.0244 2.7068 2.9827
H: -2.9569 3.3915 0.8481
H: -4.0660 2.0492 0.7882
H: -2.4146 1.3012 -0.6755
H: -1.1504 2.2376 0.1276
H: -1.2212 0.4970 1.8763
H: -1.4636 -0.9551 -0.6254
H: -0.0961 -2.6085 0.4452
H: -2.7387 -2.9430 -0.2869
H: -3.9918 -2.9057 0.7536
H: -2.8053 -1.9766 3.7347
H: -0.0387 -0.9569 2.9969
H: 1.8050 -3.1801 2.0933
H: 0.3326 -3.4723 3.0083
H: 1.7965 -1.3752 4.3469
H: 1.3955 -2.6063 6.2426
H: 0.2492 -3.4419 5.1950
H: 1.8605 -4.1253 5.5013
H: 2.4021 -1.1909 1.2151
H: 2.1250 -0.1309 2.5786
H: 0.6004 1.2601 1.2359
H: 3.1268 1.8140 2.4360
H: 4.2970 2.6479 1.4063
H: 1.4464 3.5421 2.1440
H: 2.3501 4.3169 0.8576
H: 2.9545 4.3745 2.5247
H: 3.4934 -0.2648 -1.1726
H: 4.5941 1.0762 -1.0836
H: 4.7239 0.1819 1.5710
H: 5.8205 -0.3491 0.2952
H: 4.4483 -1.3327 0.7053
H: 0.9980 -1.0010 -0.5649
H: -0.6128 1.4390 -1.9761
H: -2.3295 -1.0192 -2.9792
H: 0.5042 -1.8731 -4.9534
C: -1.7648 0.9904 -6.6576
C: -2.9383 0.5282 -7.5050
O: -3.9150 1.5346 -7.2306
C: -3.2822 2.6608 -6.8216
O: -3.7976 3.7145 -6.6646
O: -1.9649 2.4028 -6.6057
H: -0.7950 0.7702 -7.0970
H: -1.8053 0.6016 -5.6400
H: -2.7093 0.5373 -8.5715
H: -3.3305 -0.4461 -7.2262

2.
The following is a quantum chemistry calculation of C15H19ClMnN3O3PS2 as an isolated structure, from the Open Molecules 2025 dataset.

Max |F|: 0.30 eV/Å
Orbital gap (spin up / spin down): 6.349 / 7.343 eV
Energy relative to the best compared isomer or geometry (same formula, charge and spin): 0.0 kcal/mol
Multiplicity: 5
Total charge: +1
<S²>: 6.125
HOMO energy (spin up / spin down): -11.284 / -11.458 eV

Cartesian coordinates (Å):
Mn: 1.0743 -0.0210 -0.2100
Cl: 5.9712 5.2399 -0.9517
C: 4.9488 3.8493 -0.9900
C: 5.3534 2.7185 -1.7315
C: 4.5796 1.5938 -1.7918
C: 3.3461 1.5240 -1.1049
O: 2.6382 0.4411 -1.1869
C: 2.9415 2.6739 -0.3607
C: 1.7180 2.7223 0.3259
O: 0.8622 1.7984 0.4382
C: 3.7661 3.8315 -0.3221
H: 6.2972 2.7554 -2.2594
H: 4.8926 0.7305 -2.3621
H: 1.4628 3.6606 0.8262
H: 3.4436 4.6955 0.2447
C: -4.3149 0.0790 -0.6881
N: -3.7554 -1.2721 -0.6471
C: -3.8947 -1.8041 0.7084
N: -3.2893 -0.9507 1.7302
C: -3.8604 0.3927 1.6283
N: -3.7212 0.9824 0.2972
C: -2.3321 1.2905 -0.0182
P: -1.3223 -0.2552 -0.0085
C: -2.3727 -1.3068 -1.1046
C: -1.8375 -0.9316 1.6317
H: -5.3833 0.0076 -0.4820
H: -4.1831 0.4956 -1.6877
H: -3.4477 -2.7981 0.7553
H: -4.9589 -1.8927 0.9292
H: -3.3869 1.0439 2.3642
H: -4.9240 0.3263 1.8594
H: -1.9245 1.9891 0.7145
H: -2.2701 1.7634 -1.0007
H: -1.9997 -2.3326 -1.0883
H: -2.3119 -0.9458 -2.1336
H: -1.4127 -0.3145 2.4259
H: -1.4371 -1.9408 1.7511
C: 2.0666 -4.8318 0.2944
O: 2.0678 -3.6911 1.1792
C: 1.7231 -2.5147 0.7547
S: 1.1240 -2.2553 -0.8415
S: 1.8413 -1.2100 1.8151
H: 2.7229 -5.5570 0.7620
H: 2.4447 -4.5539 -0.6871
H: 1.0545 -5.2254 0.2225

3.
The following is a quantum chemistry calculation of C33H21AsN3O5PtS2 as an isolated structure, from the Open Molecules 2025 dataset.

Max |F|: 0.56 eV/Å
Orbital gap: 6.251 eV
Energy relative to the best compared isomer or geometry (same formula, charge and spin): 0.0 kcal/mol
Multiplicity: 1
Total charge: -1
HOMO energy: -4.421 eV

Cartesian coordinates (Å):
Pt: -0.2955 2.0842 2.0712
O: 0.8166 3.7687 1.3552
C: 0.3093 4.8910 1.3382
C: -1.0777 5.2288 1.1629
C: -1.3769 6.5891 1.0538
C: -2.6595 7.0054 0.8193
C: -3.7058 6.0679 0.6907
C: -3.4461 4.7388 0.8003
C: -2.1216 4.2399 1.0543
O: -1.9470 2.9909 1.1448
N: -2.9442 8.4218 0.6999
O: -2.0187 9.2108 0.8030
O: -4.1014 8.7569 0.5020
H: 0.9922 5.7517 1.4253
H: -0.5893 7.3269 1.1399
H: -4.7078 6.4301 0.5096
H: -4.2343 4.0033 0.7141
S: 1.5144 1.1004 3.0169
C: 1.0279 -0.5769 3.0334
C: 1.9760 -1.5908 3.1101
C: 1.6024 -2.9293 3.0918
C: 2.6162 -3.9469 3.1085
N: 3.4436 -4.7463 3.1242
C: 0.2408 -3.2633 3.0283
C: -0.7092 -2.2502 2.9716
C: -0.3336 -0.9116 2.9564
S: -1.5356 0.3492 2.8369
C: -0.1812 -4.6361 3.0046
N: -0.5240 -5.7346 2.9917
H: 3.0268 -1.3326 3.1548
H: -1.7587 -2.5098 2.9071
O: 0.4433 -0.0899 0.1791
As: 0.5857 -1.1799 -1.0343
C: -0.2354 -0.4633 -2.6192
C: -0.7796 0.8078 -2.4766
C: -1.4019 1.4075 -3.5646
C: -1.4739 0.7408 -4.7795
C: -0.9321 -0.5320 -4.9149
C: -0.3144 -1.1383 -3.8315
C: -0.2986 -2.8307 -0.6090
C: -1.6717 -2.7575 -0.3897
C: -2.3490 -3.8662 0.0926
C: -1.6563 -5.0402 0.3628
C: -0.2875 -5.1093 0.1530
C: 0.3963 -4.0011 -0.3300
C: 2.4394 -1.5805 -1.3409
C: 2.9097 -2.5073 -2.2649
C: 4.2715 -2.7535 -2.3573
C: 5.1547 -2.0782 -1.5244
C: 4.6821 -1.1539 -0.6037
C: 3.3202 -0.9002 -0.5067
H: -0.7135 1.3018 -1.5124
H: -1.8331 2.3948 -3.4590
H: -1.9586 1.2112 -5.6258
H: -0.9967 -1.0519 -5.8623
H: 0.0953 -2.1369 -3.9332
H: -2.1994 -1.8260 -0.5610
H: -3.4131 -3.8074 0.2824
H: -2.1810 -5.8980 0.7631
H: 0.2543 -6.0121 0.4007
H: 1.4719 -4.0423 -0.4515
H: 2.2215 -3.0452 -2.9072
H: 4.6430 -3.4779 -3.0709
H: 6.2160 -2.2822 -1.5888
H: 5.3721 -0.6359 0.0498
H: 2.9208 -0.1937 0.2151

Question: Among the records above, which one has the highest max |F|?
Answer: C18H41ClN3O7P4